{
  "formula": "C29H60Cl2F6IN7O7P",
  "method": "the ωB97M-V functional and the def2-TZVPD basis",
  "species": ["C", "C", "C", "C", "C", "P", "C", "C", "C", "C", "C", "O", "C", "C", "I", "C", "C", "C", "Cl", "C", "C", "Cl", "O", "C", "C", "C", "C", "F", "F", "F", "C", "C", "N", "C", "C", "O", "C", "F", "F", "F", "O", "H", "H", "H", "H", "H", "H", "H", "H", "H", "H", "H", "H", "H", "H", "H", "H", "H", "H", "H", "H", "H", "H", "H", "H", "H", "H", "H", "H", "H", "H", "H", "H", "H", "H", "H", "H", "H", "H", "H", "H", "H", "H", "H", "H", "H", "H", "H", "H", "C", "O", "N", "N", "H", "H", "H", "H", "C", "O", "N", "N", "H", "H", "H", "H", "C", "O", "N", "N", "H", "H", "H", "H"],
  "positions_angstrom": [[-1.5927, -1.7287, 4.3861], [-1.9809, -1.2118, 2.9025], [-1.1967, 0.1594, 2.5141], [-1.1651, 0.6020, 1.0052], [-2.5656, -0.0062, 0.4428], [0.3691, 0.3145, -0.1364], [1.7278, 0.0780, -1.4979], [3.2428, -0.1477, -1.1579], [4.0675, 0.2343, -2.5172], [5.6123, -0.0988, -2.3280], [6.4316, 1.2398, -2.7043], [6.4173, 1.3481, -4.1504], [6.8409, 2.6829, -4.5425], [1.1377, -1.0608, 0.9457], [1.2414, -3.0331, -0.1882], [2.4965, -0.9432, 1.7126], [2.4168, -1.2520, 3.3091], [1.1360, 1.9390, 0.6298], [1.4535, 1.9844, 2.4382], [2.3523, 2.7183, -0.1017], [2.0184, 4.3077, -0.2244], [3.8173, 2.7529, 1.0732], [-0.4160, 1.5825, -1.1118], [-0.9355, 1.1521, -2.3879], [-1.9381, 2.2217, -2.9836], [-3.2156, 2.6725, -2.2116], [-3.0288, 3.7750, -1.0712], [-3.6855, 4.9808, -1.4582], [-1.7264, 4.1445, -0.8041], [-3.7442, 3.3489, 0.0670], [-1.1342, -0.4405, -2.3723], [-2.5873, -1.1216, -2.6072], [-3.6778, -0.2395, -3.0756], [-3.8210, -0.1513, -4.5461], [-0.4630, -1.0498, -3.7403], [-0.0668, -2.4218, -3.3524], [-0.1167, -3.2853, -4.4262], [0.6035, -2.8453, -5.5282], [-1.4035, -3.6920, -4.7965], [0.5186, -4.4710, -3.9937], [-0.4905, -0.8624, -1.1472], [-0.8492, -2.5842, 4.3814], [-1.2051, -0.8198, 4.9424], [-2.5530, -2.0694, 4.9016], [-1.7385, -2.0454, 2.1514], [-3.1061, -1.0882, 2.9062], [-1.7401, 0.9450, 3.1541], [-0.2183, -0.0263, 3.0592], [-1.4983, 1.7024, 1.0166], [-2.5650, -1.1176, 0.3108], [-3.3444, 0.3708, 1.2010], [-2.8557, 0.5627, -0.4977], [1.7488, 0.9906, -2.1985], [1.5555, -0.8018, -2.1833], [3.7535, 0.4671, -0.3682], [3.5777, -1.2301, -0.9846], [3.8507, 1.3212, -2.7946], [3.5961, -0.3976, -3.3271], [5.7886, -0.4264, -1.2616], [5.8655, -0.9592, -3.0376], [5.8591, 2.1082, -2.2569], [7.4857, 1.1095, -2.2962], [5.9154, 3.3240, -4.7320], [7.5269, 3.1341, -3.7603], [7.4095, 2.5833, -5.5289], [0.4341, -1.5555, 1.7067], [3.1174, -0.0108, 1.6262], [3.1880, -1.7819, 1.3441], [2.6650, -0.3055, 3.8894], [1.4047, -1.6657, 3.6154], [3.1616, -2.0741, 3.5897], [0.3115, 2.7451, 0.5420], [2.6763, 2.4605, -1.1284], [2.9660, 4.7814, -0.6181], [1.6280, 4.7397, 0.7402], [1.2620, 4.3694, -1.0860], [-0.0954, 1.2754, -3.1808], [-1.3022, 3.1670, -3.1370], [-2.1738, 1.8963, -4.0563], [-3.8950, 1.8816, -1.7832], [-3.8756, 3.2077, -2.9859], [-2.9815, -1.6556, -1.6743], [-2.5684, -1.9858, -3.3677], [-4.5619, -0.6693, -2.7520], [-2.8733, 0.2063, -5.0842], [-4.2153, -1.0853, -5.0560], [-4.5781, 0.6895, -4.7454], [0.5151, -0.5475, -4.0076], [-1.1409, -1.0043, -4.6314], [-1.3439, 1.4371, 6.9532], [-0.7729, 0.8330, 6.0631], [-0.8293, 2.5558, 7.5309], [-2.5491, 1.0476, 7.4504], [-1.2913, 3.0603, 8.2638], [0.0607, 2.8805, 7.1940], [-2.9675, 0.2243, 7.0521], [-3.0280, 1.5372, 8.1824], [2.5005, -5.1785, 4.1096], [2.0966, -4.2609, 4.8057], [2.2430, -5.2661, 2.7800], [3.2495, -6.2028, 4.6072], [2.5719, -6.0189, 2.2055], [1.6916, -4.5319, 2.3592], [3.4660, -6.1813, 5.5882], [3.5870, -6.9619, 4.0460], [-6.3790, -0.9263, -0.3806], [-5.8169, -1.5530, -1.2676], [-5.8333, 0.1684, 0.2026], [-7.6033, -1.2728, 0.1007], [-6.2857, 0.6885, 0.9307], [-4.9244, 0.4608, -0.1212], [-8.0461, -2.0798, -0.3029], [-8.0729, -0.7667, 0.8275]],
  "forces_ev_per_angstrom": [[-0.6, 0.8, -0.6], [0.3, -0.7, 0.0], [-0.5, -1.1, 2.2], [-3.0, -0.4, 0.9], [0.2, 1.7, 0.3], [-0.5, 0.7, -1.3], [2.0, 0.5, -0.8], [1.9, 0.3, -1.7], [-0.8, -0.8, 0.9], [-0.7, 1.1, -1.1], [-0.7, -2.0, 0.4], [0.8, 1.3, 1.0], [-0.1, -0.4, -0.7], [-0.2, -1.9, 1.6], [0.1, 0.2, 0.3], [1.7, -1.3, 1.2], [0.1, -0.1, -0.4], [0.4, 2.2, -0.2], [-0.8, -0.2, -0.3], [-0.5, 2.5, 1.6], [-0.1, -1.6, -1.3], [0.3, -0.2, -1.6], [-1.2, -0.7, -2.8], [1.5, 0.9, -0.6], [0.6, 0.1, -0.2], [-1.0, 1.2, -0.3], [-0.8, 0.1, -0.9], [1.1, -1.7, 0.8], [-2.4, -0.7, 0.2], [1.8, 1.0, -1.3], [-0.4, -0.6, -0.5], [-1.1, -1.4, 0.9], [-0.4, -0.4, -0.5], [-0.3, 1.3, -0.7], [1.9, 1.0, 1.4], [-1.1, -0.8, -3.1], [1.2, -1.5, 1.9], [-1.6, -0.6, 1.3], [2.2, 1.2, 0.1], [-1.1, 2.0, -1.0], [-2.2, -0.2, -1.7], [-0.8, 1.1, 0.0], [-0.3, -1.5, -0.5], [1.3, 0.2, -0.5], [-0.4, 1.1, 0.9], [1.2, 0.0, -0.3], [0.9, -0.8, -0.9], [-0.9, 0.7, -1.1], [1.3, -1.4, -0.1], [-0.2, 1.2, 0.1], [1.0, -1.0, -0.9], [0.6, -1.1, 0.7], [-0.3, -1.1, 1.0], [-0.3, 1.0, 0.9], [-0.9, -0.5, -0.5], [-1.0, 1.4, 0.0], [0.5, -1.3, 0.4], [0.6, 0.7, 0.6], [0.0, 0.5, -1.1], [0.1, 1.3, 1.0], [0.9, -0.8, -0.2], [-1.0, 0.7, -0.6], [1.2, -0.6, 0.4], [-0.8, -0.4, -0.9], [-0.7, 0.2, 1.3], [0.7, 1.4, -1.2], [-1.2, -0.7, -0.3], [-1.0, 1.4, 0.3], [-0.5, -1.3, -0.6], [1.1, 0.7, -0.3], [-0.9, 1.2, -0.4], [1.2, -1.8, 0.1], [-0.1, -0.6, 1.0], [-1.1, -0.2, 0.8], [0.5, -0.4, -1.1], [0.7, 0.1, 1.4], [-0.9, -0.2, 1.1], [-0.8, -1.3, 0.4], [0.0, 0.4, 1.6], [1.2, 0.6, -0.6], [0.9, -0.7, 1.1], [0.8, 1.1, -1.0], [0.7, 1.0, 1.1], [0.7, 0.4, 0.1], [-1.2, -0.7, 0.9], [0.6, 0.8, 0.6], [0.9, -1.2, 0.1], [-1.1, -0.4, 0.3], [0.4, -0.2, 1.0], [0.3, -0.3, -0.5], [0.0, 0.4, 0.4], [0.4, 0.5, 0.2], [-0.6, -0.3, 0.1], [0.0, 0.0, -0.1], [-0.1, 0.0, 0.0], [0.1, 0.1, 0.0], [0.0, 0.0, 0.0], [-0.3, 0.4, -0.2], [0.1, -0.2, 0.1], [-0.3, 0.2, -0.1], [0.4, -0.4, 0.5], [0.0, 0.1, 0.0], [0.1, -0.1, -0.1], [0.0, 0.0, -0.1], [0.0, 0.1, 0.0], [0.4, 0.2, 0.0], [-0.2, -0.1, -0.1], [0.1, 0.3, -0.2], [-0.6, -0.4, 0.0], [0.1, 0.0, 0.0], [0.0, -0.1, 0.2], [0.1, 0.1, 0.1], [0.1, 0.0, 0.0]],
  "mulliken_charge": [-0.64, -0.23, -0.91, -0.17, 0.37, 1.38, -0.54, -0.36, -0.47, -0.81, -0.52, -0.32, -0.64, -1.21, -0.12, 0.23, -0.86, 0.44, -0.16, 0.95, -1.18, -0.23, -0.06, -0.46, -1.81, -0.61, 0.86, -0.37, -0.15, -0.27, 2.83, -1.66, 0.05, -1.04, -1.51, -0.45, 1.01, -0.29, -0.29, -0.29, -0.91, 0.10, 0.06, 0.33, 0.06, 0.48, 0.25, 0.12, 0.19, -0.29, 0.93, -1.19, 0.19, 0.02, 0.09, 0.40, 0.29, 0.15, 0.39, 0.32, 0.37, 0.33, 0.22, 0.31, 0.22, 0.73, -0.20, 0.55, 0.24, 0.06, 0.20, 0.29, -0.30, 0.46, 0.28, 0.19, -0.26, 0.67, 0.42, -0.08, 0.38, 0.08, 0.32, 0.37, 0.32, 0.29, 0.33, 0.33, 0.52, 0.57, -0.59, -0.45, -0.37, 0.14, 0.23, 0.23, 0.15, 0.65, -0.60, -0.26, -0.43, 0.15, 0.07, 0.23, 0.14, 0.66, -0.68, -0.25, -0.45, 0.17, 0.17, 0.24, 0.14],
  "relative_energy_kj_mol": 504.0,
  "total_charge": -1,
  "homo_lumo_gap_ev": 7.35,
  "lumo_energy_ha": 0.0833,
  "e_tot_ha": -4209.5219,
  "multiplicity": 1,
  "homo_energy_ev": -5.09
}

***

{
  "formula": "C29H60F9N12O3P2",
  "method": "the ωB97M-V functional and the def2-TZVPD basis",
  "species": ["C", "C", "N", "C", "N", "C", "C", "C", "O", "C", "C", "F", "F", "C", "F", "F", "C", "F", "F", "C", "F", "F", "N", "C", "C", "C", "N", "N", "C", "N", "C", "C", "F", "H", "H", "H", "H", "H", "H", "H", "H", "H", "H", "H", "H", "H", "H", "H", "H", "H", "H", "H", "H", "H", "H", "H", "H", "O", "P", "N", "C", "C", "N", "C", "C", "N", "C", "C", "H", "H", "H", "H", "H", "H", "H", "H", "H", "H", "H", "H", "H", "H", "H", "H", "H", "H", "O", "P", "N", "C", "C", "N", "C", "C", "N", "C", "C", "H", "H", "H", "H", "H", "H", "H", "H", "H", "H", "H", "H", "H", "H", "H", "H", "H", "H"],
  "positions_angstrom": [[-0.6205, 3.9833, 2.0819], [-1.7527, 3.6465, 2.1533], [-3.0497, 3.2239, 2.1802], [-3.4402, 2.3892, 1.1697], [-2.5996, 2.0430, 0.2013], [-3.3343, 1.2626, -0.6067], [-2.7530, 0.6954, -1.8533], [-2.4835, -0.8295, -1.8288], [-2.8464, -1.4280, -0.5902], [-2.4064, -2.7756, -0.6185], [-3.2765, -3.6628, 0.3077], [-4.0772, -4.4192, -0.4647], [-4.0308, -2.8469, 1.1008], [-2.4300, -4.5287, 1.2569], [-1.5665, -3.7485, 1.9386], [-1.6982, -5.3526, 0.4668], [-3.2220, -5.4077, 2.2532], [-2.3656, -6.3700, 2.6698], [-4.2662, -6.0223, 1.6801], [-3.7065, -4.6440, 3.5289], [-2.8386, -4.8002, 4.5461], [-4.8845, -5.1894, 3.9163], [-4.5742, 1.1427, -0.1512], [-5.6743, 0.4059, -0.7955], [-5.9069, -0.9964, -0.2406], [-7.4026, -1.3067, -0.2037], [-8.0267, -1.1395, -1.5288], [-4.6671, 1.8391, 1.0257], [-5.8998, 1.8600, 1.7977], [-6.7154, 3.0225, 1.4525], [-3.8822, 3.7039, 3.2660], [-3.3775, 5.0399, 3.7929], [-3.8103, 2.7903, 4.3000], [0.3442, 4.2860, 1.7315], [-3.3590, 0.9705, -2.7171], [-1.7988, 1.1927, -2.0056], [-3.0323, -1.2865, -2.6598], [-1.4236, -1.0301, -2.0061], [-1.3396, -2.8659, -0.3915], [-2.5244, -3.1741, -1.6301], [-3.8570, -3.5752, 3.3736], [-6.5716, 1.0073, -0.6282], [-5.4766, 0.4396, -1.8625], [-5.5210, -1.0814, 0.7733], [-5.4128, -1.7398, -0.8584], [-7.8700, -0.5985, 0.5027], [-7.5718, -2.3159, 0.1628], [-8.9796, -1.4758, -1.4380], [-8.1240, -0.1493, -1.7254], [-5.6549, 1.8435, 2.8578], [-6.4988, 0.9735, 1.6112], [-7.6779, 2.7406, 1.3075], [-6.7744, 3.6580, 2.2395], [-4.9097, 3.8713, 2.9625], [-4.1988, 5.4447, 4.3896], [-2.5381, 4.9192, 4.4693], [-3.2082, 5.7553, 2.9929], [1.7737, -2.7082, -3.7482], [2.5179, -3.7145, -2.9056], [1.2271, -4.2873, -1.9220], [1.3668, -4.8099, -0.5777], [0.2360, -5.0680, -2.6573], [3.5079, -2.5719, -2.0188], [2.9975, -2.0360, -0.7699], [4.0028, -1.4708, -2.8448], [3.6043, -5.0658, -2.5393], [4.7361, -4.9519, -1.6325], [4.0582, -5.7202, -3.7903], [1.7911, -5.8238, -0.5519], [0.3887, -4.8502, -0.1041], [1.9693, -4.1729, 0.0606], [0.6025, -6.0791, -2.8863], [-0.0172, -4.5776, -3.5989], [-0.6885, -5.1600, -2.0835], [1.9496, -1.7151, -0.8598], [3.5817, -1.1763, -0.4375], [3.0911, -2.7515, 0.0471], [3.2446, -0.6939, -2.9965], [4.3164, -1.8281, -3.8261], [4.8730, -1.0150, -2.3661], [5.4810, -4.2203, -1.9507], [5.2241, -5.9284, -1.5747], [4.4118, -4.7195, -0.6198], [4.7646, -5.0933, -4.3453], [3.2018, -5.9199, -4.4426], [4.5319, -6.6791, -3.5805], [3.0497, 4.4562, 0.6827], [4.5570, 4.4184, 0.7946], [4.9407, 5.9377, 0.1036], [6.1595, 6.2542, -0.6092], [4.5450, 7.0683, 0.9395], [4.7897, 3.1066, -0.3460], [4.9781, 3.3870, -1.7615], [3.7643, 2.0797, -0.1767], [6.1536, 4.1700, 1.5295], [7.1395, 3.2455, 0.9927], [6.0233, 3.9363, 2.9869], [7.0281, 6.3750, 0.0536], [6.0235, 7.1914, -1.1525], [6.4056, 5.5133, -1.3648], [5.2288, 7.2032, 1.7907], [3.5378, 6.9217, 1.3324], [4.5304, 7.9910, 0.3585], [4.2630, 4.1274, -2.1431], [4.8611, 2.4715, -2.3446], [5.9943, 3.7223, -1.9742], [2.8224, 2.3604, -0.6619], [3.5618, 1.9106, 0.8821], [4.0963, 1.1309, -0.6058], [6.8018, 2.2074, 0.9720], [8.0326, 3.2983, 1.6212], [7.4583, 3.5411, -0.0051], [5.5926, 2.9526, 3.2057], [5.3718, 4.6954, 3.4326], [6.9907, 4.0124, 3.4837]],
  "forces_ev_per_angstrom": [[1.2, 0.3, -0.8], [-1.1, -0.5, 0.0], [-0.3, 0.1, 0.0], [0.2, 0.3, 0.8], [-0.8, -0.4, -0.2], [0.7, 0.6, 0.5], [0.1, -0.3, 0.0], [0.0, 0.1, -0.2], [0.0, -0.1, -0.2], [0.0, -0.3, -0.2], [0.8, 1.3, -0.2], [-0.2, -0.1, 0.4], [-0.3, -0.4, 0.1], [-0.2, -0.7, -0.7], [-0.3, 0.1, 0.1], [-0.2, 0.0, 0.0], [0.5, -0.5, 1.1], [-0.1, 0.1, -0.2], [0.1, 0.4, -0.4], [-0.5, 0.2, 0.3], [0.2, 0.0, -0.3], [0.1, 0.1, -0.1], [0.0, -0.8, -1.2], [-0.3, 0.4, 0.7], [-0.5, -0.3, -0.2], [-0.1, 0.8, -0.2], [0.0, -0.3, 0.5], [0.5, -0.4, -0.3], [-0.9, 0.8, 0.4], [-0.2, -0.2, 0.4], [1.1, 1.0, 0.3], [-1.0, 0.0, 0.4], [-0.6, -0.3, -0.1], [0.2, 0.1, 0.5], [-0.2, -0.1, 0.1], [0.0, 0.2, 0.2], [-0.1, -0.2, 0.2], [0.0, 0.2, -0.1], [0.0, 0.2, 0.2], [-0.1, -0.1, 0.0], [0.0, 0.0, -0.2], [0.1, 0.1, -0.1], [0.1, -0.1, 0.0], [0.2, 0.1, 0.0], [0.2, 0.0, 0.0], [0.0, -0.3, 0.3], [0.0, 0.0, -0.1], [0.0, -0.1, -0.3], [0.0, 0.0, -0.1], [0.3, -0.1, -0.1], [0.5, -0.3, -0.2], [0.0, 0.0, -0.3], [0.1, 0.2, -0.1], [-0.1, -0.6, -0.2], [0.1, 0.0, 0.1], [0.3, 0.0, -0.3], [0.3, -0.1, -0.1], [0.9, -2.4, -2.3], [-0.5, 2.8, 5.6], [-0.5, 0.4, -0.1], [0.6, -0.4, 0.1], [0.1, 0.2, -0.5], [0.1, 0.0, 0.5], [-0.2, -0.1, 0.3], [-0.1, -0.1, -0.2], [-0.1, -0.5, -3.2], [0.2, 0.5, 0.3], [-0.4, -0.2, 0.0], [0.0, 0.0, 0.0], [-0.1, 0.0, -0.2], [0.1, -0.1, -0.1], [-0.1, -0.1, 0.1], [0.1, 0.0, 0.0], [0.1, 0.0, 0.1], [0.0, 0.0, 0.2], [0.1, 0.1, -0.3], [-0.1, 0.0, 0.0], [0.0, 0.0, -0.1], [0.0, 0.0, 0.0], [0.0, -0.1, 0.1], [0.0, 0.0, 0.0], [-0.2, -0.1, -0.2], [-0.1, 0.2, -0.1], [0.1, -0.1, 0.0], [0.0, 0.0, 0.0], [0.0, 0.0, 0.1], [0.3, 0.2, 3.7], [1.4, -0.1, -6.4], [-0.5, 0.2, -0.1], [0.6, -0.3, 0.2], [-0.4, -0.2, 0.3], [0.4, -0.1, -0.2], [0.1, 0.2, -0.1], [-0.1, 0.0, 0.1], [-1.6, -0.1, 2.8], [0.0, -0.4, -0.5], [-0.1, 0.4, 0.0], [0.0, 0.0, 0.0], [-0.1, 0.0, 0.1], [0.0, -0.1, 0.1], [0.0, 0.1, -0.1], [0.0, -0.1, 0.0], [0.1, -0.1, -0.1], [0.0, 0.0, -0.1], [-0.1, -0.1, 0.1], [0.0, 0.1, 0.0], [-0.1, 0.0, 0.1], [-0.1, 0.0, 0.0], [0.2, 0.1, 0.0], [0.0, 0.0, -0.1], [-0.1, 0.2, 0.2], [-0.2, -0.1, -0.1], [0.1, 0.0, 0.1], [0.0, 0.0, 0.0], [0.0, 0.0, -0.1]],
  "mulliken_charge": [0.45, -1.50, 0.00, 0.71, -0.59, 1.01, -1.57, -0.29, -0.26, -1.14, 1.40, -0.34, -0.38, 0.33, -0.32, -0.36, 0.72, -0.29, -0.28, 0.40, -0.28, -0.27, 0.34, -1.70, 0.10, -0.80, -0.68, 0.21, -0.86, -0.52, 0.73, -1.54, -0.37, 0.98, 0.42, 0.41, 0.39, 0.41, 0.34, 0.41, 0.07, 0.67, 0.30, 0.41, 0.21, 0.30, 0.54, 0.27, 0.23, 0.48, 0.28, 0.27, 0.24, 0.03, 0.43, 0.39, 0.40, -0.90, 0.62, 0.74, -0.43, -1.13, 0.16, -0.88, -1.08, 0.02, -0.89, -1.07, 0.32, -0.10, 0.06, 0.34, 0.35, 0.14, 0.25, 0.24, 0.16, 0.29, 0.40, 0.37, 0.27, 0.42, 0.26, 0.36, 0.35, 0.38, -0.84, 0.85, 0.10, -0.79, -1.10, 0.24, -1.07, -1.14, 0.00, -0.86, -1.08, 0.30, 0.38, 0.15, 0.34, 0.29, 0.36, 0.35, 0.28, 0.27, 0.33, 0.38, 0.33, 0.26, 0.42, 0.23, 0.35, 0.35, 0.38],
  "total_charge": 1,
  "homo_lumo_gap_ev": 7.47,
  "lumo_energy_ha": -0.0866,
  "e_tot_ha": -3604.8721,
  "multiplicity": 1,
  "homo_energy_ev": -9.83
}